Record 1
The following is a DFT calculation (ωB97M-V with the def2-TZVPD basis set) of one molecule with the formula C2H6N6O in a non-equilibrium geometry.

Geometry (Å):
H (2.483031, 0.998692, -2.607901)
N (2.750171, 0.762496, -1.656512)
C (1.702891, 0.669081, -0.927149)
N (1.757352, 0.286230, 0.401875)
N (0.573160, 0.255719, 1.196128)
C (-0.558159, -0.065516, 0.360137)
N (-1.586977, -0.640234, 1.034986)
N (-2.673812, -1.168963, 0.433115)
N (-0.615588, 0.161521, -0.930447)
O (0.416345, 1.056723, -1.348845)
H (2.484668, -0.408635, 0.681360)
H (0.401839, 1.208932, 1.536012)
H (-1.363389, -0.910137, 2.061599)
H (-2.355081, -1.751571, -0.348681)
H (-3.416449, -0.454336, 0.114323)

Force components x, y, z for each atom (eV/Å):
H -0.02 0.03 0.03
N -1.26 -0.25 0.84
C 0.19 0.64 -0.83
N 0.51 -0.91 0.51
N -0.37 0.69 -1.24
C 0.24 0.32 -1.16
N 1.88 0.31 3.14
N -2.28 0.10 -1.37
N -0.31 -0.40 1.84
O 1.54 -0.67 0.56
H -1.15 1.00 -0.50
H 0.27 -0.32 0.11
H -0.64 0.40 -2.68
H -0.56 0.41 0.18
H 1.96 -1.34 0.56

Its relative energy (zero: lowest compared OMol25 entry of this formula, charge and spin) is 70.7 kJ/mol. Its HOMO-LUMO gap is 9.76 eV. As for the HOMO energy: -9.0 eV. Its SMILES is [H]/N=C1/NNC(NN)=NO1. Its largest force on an atom is 3.7 eV/Å.

Record 2
The following is a DFT calculation (ωB97M-V with the def2-TZVPD basis set) of a 2-piece molecular cluster, C2H3N4 overall in a non-equilibrium geometry.

Geometry (Å):
C (0.527933, 1.223565, 0.369244)
C (3.352243, -0.443031, -0.212888)
N (2.258131, -0.159310, -0.000666)
N (-0.427690, 0.679161, -0.056566)
N (-1.566993, 0.507377, -0.510188)
N (-2.514252, -0.166854, 0.074254)
H (4.338311, -0.607599, -0.306636)
H (-3.514079, -0.232945, -0.216394)
H (-2.453602, -0.800360, 0.859841)

Force components x, y, z for each atom (eV/Å):
C 2.64 1.93 1.41
C -4.02 1.15 0.86
N 0.96 -0.65 -0.57
N -2.10 -2.63 0.00
N -4.26 -0.48 -0.73
N 1.08 0.17 -0.08
H 3.01 -0.68 -0.45
H 1.35 1.04 -1.26
H 1.34 0.15 0.83

Its relative energy (zero: lowest compared OMol25 entry of this formula, charge and spin) is 210.4 kJ/mol. Its HOMO-LUMO gap is 8.53 eV. As for the HOMO energy: -15.7 eV. Its net charge is +1. Its largest force on an atom is 4.3 eV/Å.

Question: Among the records above, which one has the lowest relative energy (zero: lowest compared OMol25 entry of this formula, charge and spin)?
Answer: C2H6N6O